No. 1
{"formula": "C6H13PS3", "method": "ωB97M-V with the def2-TZVPD basis set", "elements": ["C", "C", "C", "C", "C", "C", "S", "H", "H", "H", "H", "H", "H", "H", "H", "H", "H", "H", "H", "S", "P", "S", "H"], "coordinates": [[0.4482, -3.0575, -0.7738], [0.1566, -1.6924, -1.1546], [0.7097, -0.6594, -0.1402], [0.9200, 0.8541, -0.4837], [1.2039, 1.9021, 0.7390], [0.1737, 1.9463, 1.7487], [-0.1571, 3.1279, 2.7831], [0.5582, -3.1228, 0.3287], [-0.5028, -3.6525, -0.8532], [1.3397, -3.3487, -1.1674], [-0.8939, -1.4443, -1.3241], [0.6078, -1.4221, -2.0470], [0.0734, -0.8561, 0.7089], [1.6358, -0.9333, 0.3055], [1.9119, 0.7997, -0.8304], [0.2525, 1.2187, -1.2458], [2.1816, 1.7382, 1.1942], [1.2373, 2.9200, 0.3245], [-0.5313, 1.1090, 1.7533], [-1.9089, 2.8227, -0.3438], [-3.4850, 2.0345, 0.3863], [-3.5367, -0.0425, 0.4310], [-2.3945, -0.2415, -0.3393]], "atomic_forces_ev_per_a": [[-3.60, -1.03, 3.33], [-0.18, 3.66, 0.57], [-1.13, 0.63, 1.13], [0.53, -0.42, 1.82], [-0.35, -0.65, -2.26], [-1.68, -0.44, 1.04], [0.24, 0.30, 0.30], [0.25, 0.20, -0.29], [1.44, -0.26, -0.86], [2.07, -1.68, -1.42], [-0.13, -0.30, 0.20], [0.89, 0.12, -2.25], [-0.70, 0.60, 0.68], [1.18, -0.84, -0.15], [1.13, 0.30, -1.51], [-0.24, 0.35, 0.01], [0.04, -0.29, -0.05], [0.29, -0.28, -0.15], [0.27, -0.14, 0.04], [-0.28, -0.31, -0.24], [-0.48, 0.80, 0.29], [1.27, -0.34, -0.87], [-0.83, 0.03, 0.67]], "nbo_charge": [-0.612, -0.388, -0.398, -0.396, -0.508, -0.248, 0.043, 0.200, 0.221, 0.217, 0.184, 0.198, 0.183, 0.196, 0.205, 0.216, 0.245, 0.246, 0.184, -0.392, 0.531, -0.286, 0.159], "total_charge": 0, "e_above_lowest_kcal_mol": 14.9, "smiles": "CCCCCC=S.S=PS", "homo_energy_ev": -8.52, "homo_lumo_gap_ev": 7.271, "mol_weight_g_mol": 212.35, "lumo_energy_ha": -0.0458}

No. 2
{"formula": "C5H7OP", "method": "ωB97M-V with the def2-TZVPD basis set", "elements": ["C", "C", "C", "C", "C", "O", "P", "H", "H", "H", "H", "H", "H", "H"], "coordinates": [[1.0567, 0.7297, -1.4042], [1.6277, 0.0011, -0.5531], [-0.3129, 1.4484, -1.3425], [-0.6013, -0.5587, 0.7023], [-0.4601, -1.4356, 1.8436], [-1.6968, -0.6610, -0.1594], [-1.3024, 0.9979, 0.1739], [1.4746, 0.9314, -2.3603], [2.4562, -0.4283, -0.1166], [-0.0822, 2.4958, -0.8451], [-0.8971, 1.4686, -2.3315], [-0.2127, -2.4145, 1.4907], [-1.3746, -1.5027, 2.4202], [0.3249, -1.0721, 2.4820]], "atomic_forces_ev_per_a": [[-2.11, 1.66, -2.27], [-1.99, -1.06, 2.55], [0.34, 0.82, 1.85], [0.06, 1.70, -2.18], [0.04, 0.10, 0.56], [0.85, -0.11, 0.60], [-0.49, -0.87, -0.48], [0.99, 0.36, -0.91], [1.48, -0.92, 0.20], [-0.26, -1.22, -1.95], [0.88, 0.28, 1.68], [0.21, -0.78, -0.11], [-0.38, -0.01, 0.15], [0.40, 0.05, 0.31]], "nbo_charge": [-0.299, -0.139, -0.764, 0.079, -0.701, -0.712, 0.948, 0.204, 0.200, 0.231, 0.264, 0.233, 0.224, 0.232], "total_charge": 0, "e_above_lowest_kcal_mol": 117.1, "homo_energy_ev": [-7.81, -7.46], "homo_lumo_gap_ev": [8.303, 7.945], "mol_weight_g_mol": 114.08, "lumo_energy_ha": [0.0180, 0.0178]}

No. 3
{"formula": "C15H20N2O2", "method": "ωB97M-V with the def2-TZVPD basis set", "elements": ["C", "C", "C", "N", "C", "C", "C", "C", "O", "N", "C", "C", "C", "C", "O", "C", "C", "C", "C", "H", "H", "H", "H", "H", "H", "H", "H", "H", "H", "H", "H", "H", "H", "H", "H", "H", "H", "H", "H"], "coordinates": [[-0.9148, 3.0005, -4.0273], [0.0908, 2.8421, -3.1875], [1.1166, 1.7589, -3.3239], [1.0984, 0.7991, -2.2268], [1.4837, 1.2950, -0.9237], [0.3717, 1.7747, -0.0337], [-0.9006, 1.8935, -0.3567], [1.2286, -0.5161, -2.5774], [1.2966, -0.8899, -3.7342], [1.3737, -1.4279, -1.5411], [0.5622, -1.5169, -0.3884], [-0.7802, -1.1528, -0.4113], [-1.5487, -1.2615, 0.7262], [-1.0037, -1.7496, 1.9149], [-1.8683, -1.8262, 2.9650], [-1.4005, -2.2271, 4.2362], [-0.6291, -1.1239, 4.9556], [0.3312, -2.1407, 1.9296], [1.1013, -2.0238, 0.7860], [-1.6293, 3.7991, -3.9184], [-1.0627, 2.3355, -4.8624], [0.2247, 3.5200, -2.3554], [0.9457, 1.1895, -4.2396], [2.1156, 2.2184, -3.3808], [2.0328, 0.5114, -0.3920], [2.1840, 2.1313, -1.0709], [0.7122, 2.0404, 0.9591], [-1.6300, 2.2492, 0.3500], [-1.2644, 1.6444, -1.3381], [1.6831, -2.3247, -1.8972], [-1.2164, -0.7997, -1.3324], [-2.5906, -0.9843, 0.7182], [-0.7962, -3.1395, 4.1583], [-2.3099, -2.4664, 4.7949], [-1.2567, -0.2418, 5.0549], [-0.3391, -1.4650, 5.9457], [0.2638, -0.8481, 4.4000], [0.7886, -2.5433, 2.8196], [2.1360, -2.3339, 0.8050]], "atomic_forces_ev_per_a": [[-0.07, 0.08, -0.06], [0.22, -0.01, 0.04], [-0.08, -0.02, -0.37], [-0.14, 0.21, 0.03], [0.08, -0.03, 0.25], [0.18, 0.12, -0.02], [-0.01, 0.14, 0.07], [0.21, -0.20, -0.02], [0.02, -0.13, -0.24], [0.35, -0.44, -0.13], [-0.19, -0.03, 0.34], [0.14, -0.29, 0.07], [0.02, -0.13, 0.22], [-0.05, 0.07, -0.26], [-0.07, 0.10, -0.25], [0.17, 0.01, 0.41], [-0.19, -0.20, -0.32], [-0.18, -0.10, 0.31], [-0.09, 0.17, -0.27], [-0.11, 0.17, 0.07], [0.02, -0.18, -0.16], [-0.09, 0.14, 0.07], [0.09, 0.17, 0.13], [-0.06, -0.12, -0.01], [0.02, 0.17, -0.09], [0.01, -0.12, 0.01], [-0.04, 0.06, 0.16], [-0.10, 0.07, 0.21], [-0.03, -0.11, -0.19], [-0.13, 0.22, -0.11], [-0.06, 0.06, -0.08], [-0.14, 0.05, 0.00], [-0.11, 0.05, -0.02], [0.16, -0.05, -0.07], [-0.04, 0.08, 0.04], [0.06, -0.02, 0.12], [0.10, 0.04, 0.01], [0.00, -0.02, 0.11], [0.12, 0.03, 0.00]], "nbo_charge": [-0.382, -0.184, -0.262, -0.454, -0.265, -0.186, -0.397, 0.799, -0.651, -0.661, 0.103, -0.201, -0.236, 0.289, -0.495, -0.062, -0.638, -0.260, -0.227, 0.198, 0.194, 0.200, 0.252, 0.188, 0.234, 0.205, 0.201, 0.204, 0.204, 0.410, 0.225, 0.224, 0.169, 0.194, 0.215, 0.215, 0.212, 0.210, 0.217], "total_charge": 0, "e_above_lowest_kcal_mol": 61.3, "smiles": "C=CCN(CC=C)C(=O)Nc1ccc(OCC)cc1", "homo_energy_ev": -8.16, "homo_lumo_gap_ev": 8.973, "mol_weight_g_mol": 260.34, "lumo_energy_ha": 0.0300}